1.
DFT (the ωB97M-V functional and the def2-TZVPD basis) results for C3H5NO2S2 in the gas phase at a distorted geometry.

LUMO = 0.10 eV
HOMO level = -8.8 eV
Structure (SMILES) = OC[C@H]1ONC(=S)S1

```
13
C3H5NO2S2, DFT the ωB97M-V functional and the def2-TZVPD basis
C -2.603 -0.046 -0.238
C -1.166 0.251 -0.718
C 1.238 0.081 -0.020
H -2.088 -1.053 1.290
H -2.927 -0.857 -0.895
H -3.246 0.783 -0.472
H -1.239 0.482 -1.794
H 1.133 2.133 0.382
N 0.682 1.366 -0.120
O -2.693 -0.312 1.125
O -0.683 1.346 0.056
S 2.848 -0.202 0.274
S 0.013 -1.113 -0.352
```

***

2.
DFT (the ωB97M-V functional and the def2-TZVPD basis) results for 2 unconnected molecules or ions with the total composition C3H5NO2S2 at a distorted geometry.

LUMO (alpha / beta) = -1.20 / -1.20 eV
HOMO level (alpha / beta) = -8.8 / -8.8 eV

```
13
C3H5NO2S2, DFT the ωB97M-V functional and the def2-TZVPD basis
C -0.334 -0.564 0.327
C 1.374 0.980 -0.007
C 0.121 -1.951 -0.127
N 0.791 2.096 0.056
O -3.095 -0.478 0.052
O -1.735 1.552 0.334
S 2.687 0.197 -0.102
S -1.785 0.125 -0.120
H -0.602 -2.710 -0.729
H 1.087 -1.808 -0.645
H 0.524 -2.628 0.727
H -0.287 2.187 0.193
H 1.252 3.003 0.041
```

***

Electronic energy in eV, matching the order above: -30445.3924, -30442.3057